No. 1
Density functional theory data (wB97M-V/def2-TZVPD) for a structure of composition C13H30LiN2O7.

As for the calculated total energy: -1156.97407 hartree. Its spin multiplicity is 1. The HOMO energy comes out at -1.561 eV. The value obtained for the orbital gap is 0.148 hartree. Its net charge is -1.

```
53
Properties=species:S:1:pos:R:3:nbo_charge:R:1
Li -0.623 1.499 0.588 0.846
C -0.956 2.937 2.395 0.900
O -1.840 2.867 1.556 -0.936
O -0.902 3.849 3.255 -0.903
O -0.053 2.173 2.392 -0.935
C 0.077 -4.451 1.976 -0.258
O 0.195 -3.201 1.331 -0.574
C 0.803 -2.205 2.183 -0.088
C 0.558 -0.789 1.569 -0.260
N -0.778 -0.651 0.901 -0.663
C -2.001 -0.823 1.765 -0.285
C -3.297 -0.618 0.952 -0.079
O -3.237 -1.435 -0.250 -0.563
C -3.408 -2.846 0.144 -0.269
H -0.013 -5.302 1.301 0.187
H -0.899 -4.251 2.419 0.173
H 0.764 -4.627 2.803 0.175
H 1.889 -2.164 2.265 0.174
H 0.342 -2.397 3.152 0.164
H 1.277 -0.501 0.803 0.196
H 0.696 -0.116 2.416 0.262
H -0.708 -1.418 0.247 0.364
H -1.822 0.029 2.420 0.267
H -2.084 -1.834 2.164 0.160
H -3.236 0.391 0.546 0.222
H -4.240 -0.778 1.474 0.172
H -4.130 -2.828 0.960 0.171
H -2.450 -3.263 0.456 0.175
H -3.741 -3.474 -0.682 0.181
C -0.456 -1.600 -2.661 -0.264
O 0.178 -0.326 -2.308 -0.555
C -0.615 0.770 -2.428 -0.061
C 0.236 2.026 -2.295 -0.251
N 0.786 1.886 -0.966 -0.634
C 1.708 3.024 -0.656 -0.263
C 2.756 3.516 -1.657 -0.091
O 3.545 2.410 -2.100 -0.565
C 4.574 1.978 -1.240 -0.249
H -1.422 -1.724 -2.172 0.194
H 0.136 -2.503 -2.509 0.198
H -0.799 -1.412 -3.679 0.167
H -1.478 0.822 -1.765 0.178
H -1.167 0.840 -3.366 0.147
H -0.446 2.875 -2.350 0.201
H 1.080 2.062 -2.983 0.183
H 1.438 1.194 -1.307 0.368
H 2.218 2.623 0.220 0.219
H 1.249 3.978 -0.396 0.217
H 3.298 4.322 -1.163 0.177
H 2.440 3.996 -2.584 0.185
H 4.206 1.395 -0.396 0.171
H 5.176 2.851 -0.990 0.169
H 5.177 1.225 -1.749 0.182
```

=====

No. 2
Density functional theory data (wB97M-V/def2-TZVPD) for a structure of composition C13H30N3NiO4P2.

As for the expectation value of S²: 2.00. As for the calculated total energy: -3168.86219 hartree. Its spin multiplicity is 3. The HOMO energy (alpha / beta) comes out at -17.617 / -17.616 eV. The value obtained for the orbital gap (alpha / beta) is 0.352 / 0.337 hartree. Its net charge is +3.

```
53
Properties=species:S:1:pos:R:3:lowdin_spin:R:1
Ni 0.099 -0.544 -0.283 1.798
O 1.685 -1.626 -0.873 0.035
C 2.197 -2.739 -0.071 0.003
C 3.082 -2.241 1.049 0.000
C 2.454 -1.098 1.859 0.000
C 1.091 -1.432 2.393 0.004
C 0.934 -1.986 3.656 0.002
C -0.328 -2.322 4.116 -0.002
C -1.424 -2.088 3.297 0.002
C -1.204 -1.538 2.054 0.006
N 0.022 -1.216 1.600 0.051
H 2.358 -1.313 -1.487 0.002
H 2.714 -3.421 -0.744 0.001
H 1.303 -3.241 0.297 0.000
H 4.047 -1.912 0.657 0.000
H 3.299 -3.092 1.700 0.000
H 2.391 -0.196 1.244 0.000
H 3.113 -0.863 2.694 0.000
H 1.807 -2.151 4.272 0.000
H -0.453 -2.758 5.098 0.000
H -2.429 -2.330 3.613 0.000
H -2.024 -1.338 1.375 0.001
C -3.593 -0.108 -2.922 0.001
P -2.684 -1.370 -2.047 0.007
C -3.801 -2.219 -0.936 0.001
C -2.075 -2.562 -3.229 0.002
O -1.524 -0.729 -1.262 0.054
H -4.424 -0.559 -3.466 0.000
H -2.943 0.396 -3.636 0.000
H -3.989 0.624 -2.220 0.000
H -4.622 -2.663 -1.501 0.000
H -4.220 -1.522 -0.210 0.000
H -3.275 -3.021 -0.416 0.000
H -2.912 -2.996 -3.778 0.000
H -1.544 -3.366 -2.718 0.000
H -1.403 -2.085 -3.942 0.000
N 1.933 4.284 -2.415 0.000
C 2.358 3.302 -1.345 0.001
P 0.835 2.805 -0.397 0.003
O -0.267 3.552 -1.070 0.000
O 0.884 1.313 -0.241 0.024
C 0.909 3.584 1.295 0.000
N -0.377 4.349 1.490 0.000
H 2.194 3.970 -3.352 0.000
H 2.340 5.212 -2.289 0.000
H 0.896 4.359 -2.368 0.000
H 3.133 3.759 -0.734 0.000
H 2.786 2.432 -1.834 0.000
H 1.735 4.288 1.379 0.000
H 1.004 2.851 2.093 0.000
H -0.237 5.239 1.974 0.000
H -1.061 3.818 2.032 0.000
H -0.788 4.509 0.549 0.000
```

=====

No. 3
Density functional theory data (wB97M-V/def2-TZVPD) for a structure of composition C13H31AlNO6S2.

As for the calculated total energy: -2058.85280 hartree. Its spin multiplicity is 1. The HOMO energy comes out at -5.040 eV. The value obtained for the orbital gap is 0.279 hartree. Its net charge is -1.

```
54
Properties=species:S:1:pos:R:3:nbo_charge:R:1
S 3.920 4.153 0.310 -0.172
C 2.734 4.440 -0.920 0.197
N 1.822 5.181 -1.682 -0.799
Al 0.257 5.571 -0.563 1.182
S -1.432 4.087 -1.147 -0.749
H 0.667 5.318 0.972 -0.412
H -0.276 7.050 -0.750 -0.407
H -1.829 3.532 0.112 0.159
C -5.517 1.464 3.318 -0.250
O -4.435 0.763 2.723 -0.542
C -4.251 -0.543 3.266 -0.093
C -3.811 -1.531 2.186 -0.087
O -4.849 -1.894 1.262 -0.549
C -5.271 -0.877 0.343 -0.084
C -4.222 -0.514 -0.714 -0.093
O -3.177 0.269 -0.138 -0.546
C -1.913 0.022 -0.730 -0.252
H -5.255 1.769 4.334 0.166
H -5.716 2.354 2.715 0.198
H -6.426 0.854 3.325 0.159
H -5.178 -0.909 3.726 0.167
H -3.480 -0.472 4.039 0.175
H -3.528 -2.465 2.684 0.180
H -2.922 -1.186 1.658 0.198
H -5.632 0.004 0.878 0.190
H -6.140 -1.296 -0.175 0.178
H -4.689 0.091 -1.498 0.177
H -3.827 -1.437 -1.158 0.169
H -1.695 -1.050 -0.754 0.150
H -1.150 0.506 -0.113 0.206
H -1.879 0.442 -1.737 0.183
C 5.616 -3.669 -2.174 -0.249
O 4.443 -2.879 -2.053 -0.544
C 3.485 -3.438 -1.157 -0.092
C 2.759 -2.345 -0.374 -0.087
O 3.560 -1.710 0.635 -0.546
C 4.615 -0.858 0.169 -0.085
C 4.129 0.433 -0.498 -0.099
O 3.609 0.163 -1.800 -0.561
C 2.535 1.018 -2.153 -0.249
H 5.403 -4.576 -2.744 0.163
H 6.368 -3.079 -2.706 0.192
H 6.024 -3.922 -1.190 0.164
H 3.967 -4.122 -0.445 0.167
H 2.765 -4.005 -1.755 0.171
H 1.931 -2.815 0.169 0.181
H 2.306 -1.605 -1.035 0.199
H 5.309 -1.411 -0.470 0.179
H 5.182 -0.581 1.064 0.183
H 4.973 1.120 -0.620 0.183
H 3.372 0.904 0.142 0.191
H 1.771 1.031 -1.369 0.172
H 2.075 0.624 -3.063 0.182
H 2.904 2.028 -2.344 0.184
```

=====

No. 4
Density functional theory data (wB97M-V/def2-TZVPD) for a cluster of 2 separate species, C13H31B3N3O7P in total.

As for the calculated total energy: -1621.07784 hartree. Its spin multiplicity is 1. As for the SMILES: [H]/N=C(/N)NCCCCB1OB(CCO)OB(P(C)C)O1.CCOC(=O)OC. The HOMO energy comes out at -8.114 eV. The value obtained for the orbital gap is 0.312 hartree. Its net charge is 0.

```
58
Properties=species:S:1:pos:R:3:nbo_charge:R:1
H 4.135 1.943 -2.831 0.349
N 3.388 1.284 -3.050 -0.635
C 2.658 1.158 -2.033 0.562
N 1.513 0.285 -2.059 -0.903
N 2.897 1.878 -0.826 -0.679
C 1.996 3.024 -0.609 -0.206
C 0.621 2.707 -0.016 -0.432
C -0.297 3.945 -0.042 -0.382
C -1.589 3.694 -0.834 -0.787
B -2.613 2.700 -0.196 1.197
O -3.974 2.831 -0.458 -0.891
B -4.551 1.641 -0.883 1.189
C -5.443 1.567 -2.163 -0.802
C -4.591 1.091 -3.345 -0.039
O -3.816 2.202 -3.797 -0.732
O -4.204 0.485 -0.189 -0.902
B -2.888 0.412 0.258 0.853
P -2.103 -1.315 0.415 0.481
C -0.372 -1.050 0.961 -0.918
C -1.959 -1.855 -1.346 -0.899
O -2.242 1.597 0.575 -0.908
H 1.814 -0.683 -2.095 0.380
H 0.992 0.468 -2.910 0.382
H 2.814 1.250 -0.031 0.368
H 2.509 3.728 0.055 0.194
H 1.877 3.542 -1.567 0.190
H 0.750 2.347 1.009 0.204
H 0.166 1.907 -0.600 0.219
H -0.540 4.277 0.970 0.204
H 0.249 4.770 -0.515 0.198
H -1.330 3.286 -1.823 0.241
H -2.132 4.621 -1.043 0.242
H -5.854 2.546 -2.416 0.245
H -6.258 0.849 -2.030 0.241
H -5.232 0.711 -4.148 0.167
H -3.922 0.275 -3.041 0.156
H -3.414 1.975 -4.649 0.471
H 0.040 -0.076 0.698 0.233
H 0.249 -1.820 0.496 0.228
H -0.298 -1.199 2.038 0.241
H -1.575 -1.084 -2.019 0.210
H -1.314 -2.733 -1.391 0.231
H -2.959 -2.134 -1.682 0.236
C 2.654 -4.431 5.530 -0.639
C 3.500 -3.304 4.983 -0.070
O 4.101 -3.656 3.722 -0.493
C 3.306 -3.540 2.661 0.982
O 2.166 -3.151 2.662 -0.652
O 3.990 -3.925 1.583 -0.494
C 3.251 -3.863 0.361 -0.255
H 3.240 -5.348 5.600 0.213
H 2.292 -4.173 6.526 0.218
H 1.793 -4.616 4.888 0.225
H 4.345 -3.093 5.635 0.191
H 2.919 -2.391 4.861 0.197
H 2.821 -2.872 0.224 0.190
H 2.456 -4.607 0.358 0.191
H 3.967 -4.075 -0.427 0.198
```

=====

One value per record, in order, for molecular weight: 333.33; 413.04; 388.51; 404.82 g mol⁻¹.